(1)
Entry from the Open Molecules 2025 dataset: a structure of composition C13H24AuF5N3OV in a non-equilibrium geometry (wB97M-V/def2-TZVPD).

Geometry as ORCA input:
```
! wB97M-V def2-TZVPD RIJCOSX def2/J DEFGRID3
* xyz 2 1
N -0.12 0.30 -1.75
C -0.09 1.78 -5.27
O -0.07 2.24 -6.33
Au -0.10 1.03 -3.59
V -0.16 0.09 -0.12
N 1.49 0.63 0.63
N -0.68 -1.65 0.60
C 2.61 1.27 -0.09
C -1.97 -2.29 0.33
C 3.13 0.30 -1.14
C 3.76 1.68 0.83
C 2.11 2.53 -0.81
C -1.89 -3.81 0.28
C -2.97 -1.90 1.42
C -2.50 -1.79 -1.02
H 3.57 -0.58 -0.65
H 3.90 0.78 -1.75
H 2.32 -0.05 -1.80
H 3.43 2.43 1.56
H 4.54 2.14 0.22
H 4.18 0.82 1.34
H 1.37 2.28 -1.59
H 2.95 3.04 -1.28
H 1.64 3.22 -0.09
H -1.12 -4.14 -0.43
H -2.85 -4.22 -0.06
H -1.68 -4.25 1.26
H -2.64 -2.27 2.39
H -3.95 -2.32 1.19
H -3.05 -0.81 1.48
H -2.72 -0.72 -0.99
H -3.42 -2.33 -1.26
H -1.77 -1.97 -1.81
C 0.16 -2.32 1.57
H 1.18 -1.91 1.54
H -0.21 -2.21 2.61
H 0.23 -3.40 1.38
C 1.52 0.61 2.08
H 1.69 1.61 2.51
H 0.57 0.24 2.47
H 2.32 -0.05 2.46
F -0.59 2.71 1.18
C -1.41 1.70 0.67
F -2.15 1.22 1.76
C -2.40 2.40 -0.26
F -3.18 3.26 0.43
F -1.74 3.13 -1.21
F -3.24 1.53 -0.89
*
```

Output
calculated total energy: -63334.2474 eV
largest force on an atom: 7.2 eV Å⁻¹
orbital gap (spin up / spin down): 3.71 / 3.71 eV
highest occupied orbital energy (spin up / spin down): -16.09 / -16.06 eV


(2)
Entry from the Open Molecules 2025 dataset: a structure of composition C13H24Cl2N3PRu in a non-equilibrium geometry (wB97M-V/def2-TZVPD).

Geometry as ORCA input:
```
! wB97M-V def2-TZVPD RIJCOSX def2/J DEFGRID3
* xyz 0 5
Ru -1.35 0.11 -0.07
Cl -1.17 1.34 -2.08
Cl -1.00 -0.50 2.23
C -3.12 0.60 0.25
H -3.47 0.64 1.29
H -3.71 1.14 -0.50
C -0.86 -1.60 -0.80
C -2.79 -1.03 -0.28
H 0.18 -1.47 -1.18
C -3.66 -1.30 -1.48
H -3.04 -1.72 0.55
C -3.60 -2.78 -1.90
H -4.70 -1.00 -1.28
H -3.31 -0.64 -2.29
C -2.17 -3.18 -2.21
H -3.99 -3.39 -1.07
H -4.25 -2.94 -2.76
C -1.26 -3.01 -0.97
H -2.14 -4.23 -2.55
H -1.79 -2.57 -3.04
H -1.75 -3.36 -0.05
H -0.36 -3.63 -1.10
C 2.85 3.21 0.98
N 2.11 2.55 2.07
C 2.88 1.40 2.59
N 3.25 0.43 1.53
C 3.97 1.14 0.44
N 3.18 2.27 -0.12
C 1.99 1.80 -0.84
P 0.84 0.88 0.31
C 0.76 2.18 1.65
C 2.11 -0.31 1.02
H 3.79 3.60 1.39
H 2.23 4.02 0.57
H 2.28 0.87 3.35
H 3.81 1.78 3.03
H 4.18 0.42 -0.37
H 4.90 1.55 0.86
H 1.44 2.65 -1.27
H 2.29 1.13 -1.66
H 0.18 1.77 2.49
H 0.24 3.05 1.23
H 2.42 -0.99 0.21
H 1.61 -0.89 1.81
*
```

Output
calculated total energy: -55250.2798 eV
expectation value of S²: 6.014
largest force on an atom: 7.0 eV Å⁻¹
orbital gap (spin up / spin down): 7.21 / 6.52 eV
highest occupied orbital energy (spin up / spin down): -6.86 / -8.43 eV


(3)
Entry from the Open Molecules 2025 dataset: a structure of composition C13H24Cl2NO4P2Sc in a non-equilibrium geometry (wB97M-V/def2-TZVPD).

Geometry as ORCA input:
```
! wB97M-V def2-TZVPD RIJCOSX def2/J DEFGRID3
* xyz 2 1
Sc 0.31 0.73 0.52
P 2.51 -0.64 0.84
C 2.51 -0.58 -1.02
C 1.25 -1.16 -1.65
N 0.08 -0.66 -1.19
C -1.10 -1.08 -1.69
C -1.14 -2.05 -2.69
C 0.05 -2.56 -3.19
C 1.27 -2.10 -2.67
C -2.38 -0.48 -1.12
P -2.14 1.18 -0.32
H 2.23 -2.48 -3.01
H -2.12 -2.36 -3.05
H 0.04 -3.31 -3.98
H -3.12 -0.36 -1.93
H -2.81 -1.15 -0.36
H 2.50 0.56 -1.22
H 3.42 -1.05 -1.41
H 0.73 3.05 -0.57
O 1.37 1.93 -0.90
H 1.07 1.77 -1.82
H -0.38 2.83 0.60
O -0.09 3.62 -0.03
H 0.31 4.32 0.53
C -2.62 2.31 -1.66
H -3.64 2.06 -2.01
H -2.61 3.35 -1.30
H -1.92 2.21 -2.50
C -3.57 1.26 0.80
H -3.63 2.28 1.22
H -4.50 1.04 0.26
H -3.45 0.56 1.64
C 2.39 -2.40 1.23
H 3.39 -2.85 1.18
H 1.97 -2.48 2.24
H 1.71 -2.91 0.53
C 4.23 -0.24 1.23
H 4.26 0.08 2.28
H 4.86 -1.13 1.10
H 4.60 0.58 0.60
Cl -2.74 -0.63 4.03
C -0.98 -0.35 4.11
Cl -0.05 -1.83 4.48
C -0.57 0.12 2.73
O -0.21 1.35 2.47
O -0.58 -0.74 1.79
H -0.75 0.42 4.85
*
```

Output
calculated total energy: -87862.7372 eV
largest force on an atom: 3.2 eV Å⁻¹
orbital gap: 8.56 eV
highest occupied orbital energy: -15.65 eV


(4)
Entry from the Open Molecules 2025 dataset: a cluster of 3 separate species, C13H24ClF6N3O6P in total in a non-equilibrium geometry (wB97M-V/def2-TZVPD).

Geometry as ORCA input:
```
! wB97M-V def2-TZVPD RIJCOSX def2/J DEFGRID3
* xyz -1 1
O 0.89 3.71 3.57
C 1.23 4.28 2.41
O 2.50 5.08 2.42
C 0.46 4.16 0.97
F 0.74 2.77 0.46
F 1.16 5.08 0.00
C -1.16 4.35 1.02
F -1.77 4.36 2.37
F -1.74 3.18 0.27
C -1.72 5.70 0.24
F -1.45 5.62 -1.24
F -1.14 6.96 0.83
C -3.38 5.86 0.34
O -3.82 7.15 0.30
N -4.35 4.70 0.42
P -5.47 4.83 1.80
O -5.43 3.27 2.61
Cl -4.83 6.22 3.27
H 2.30 6.04 2.23
H -4.63 3.29 3.22
C 1.58 -2.05 0.78
C 0.86 -0.79 1.26
C 0.33 -0.90 2.71
O -0.87 -1.67 2.84
C -0.66 -3.07 2.92
N -0.22 -0.47 0.31
H 0.89 -2.87 0.55
H 2.15 -1.84 -0.13
H 2.29 -2.41 1.54
H 1.59 0.02 1.24
H 0.06 0.11 3.04
H 1.10 -1.26 3.40
H 0.26 -3.32 3.46
H -0.64 -3.51 1.92
H -1.50 -3.51 3.46
H -0.64 0.42 0.59
H -0.97 -1.14 0.47
C 0.62 -3.76 -4.75
C 0.95 -3.03 -3.45
C 2.38 -3.32 -2.93
O 2.52 -4.60 -2.29
C 2.74 -5.68 -3.19
N -0.07 -3.36 -2.45
H 0.43 -4.82 -4.61
H -0.28 -3.33 -5.21
H 1.44 -3.65 -5.48
H 0.90 -1.95 -3.66
H 2.61 -2.58 -2.16
H 3.13 -3.19 -3.72
H 3.34 -5.38 -4.06
H 1.78 -6.09 -3.51
H 3.27 -6.46 -2.65
H 0.11 -2.81 -1.61
H 0.11 -4.32 -2.14
*
```

Output
calculated total energy: -68737.1462 eV
largest force on an atom: 9.3 eV Å⁻¹
orbital gap: 5.41 eV
highest occupied orbital energy: -4.39 eV


(5)
Entry from the Open Molecules 2025 dataset: a structure of composition C13H24F3MgNO14 in a non-equilibrium geometry (wB97M-V/def2-TZVPD).

Geometry as ORCA input:
```
! wB97M-V def2-TZVPD RIJCOSX def2/J DEFGRID3
* xyz 0 1
Mg -0.08 1.33 0.24
N -0.03 3.66 1.26
O -0.72 2.75 1.76
O 0.48 3.22 0.20
O 0.12 4.69 1.85
C 0.82 -0.35 -2.39
O 0.27 -1.43 -1.78
O 0.62 0.66 -1.46
C 2.27 -0.72 -2.90
F 2.89 -1.62 -2.19
F 2.39 -1.13 -4.22
F 3.11 0.33 -2.80
C -0.11 -2.59 -2.57
C -1.02 -3.51 -1.69
H -0.43 -3.80 -0.82
H -1.78 -2.82 -1.33
H -1.49 -4.36 -2.18
H 0.79 -3.08 -2.97
H -0.70 -2.30 -3.43
H 0.19 -0.13 -3.26
C -3.24 -0.55 -1.86
O -3.49 0.79 -2.18
C -2.78 1.81 -1.53
O -1.97 1.68 -0.64
O -3.24 3.01 -2.05
C -2.60 4.18 -1.78
H -4.13 -1.18 -1.91
H -2.71 -0.72 -0.92
H -2.58 -0.93 -2.64
H -2.73 4.60 -0.78
H -2.98 4.94 -2.47
H -1.52 4.03 -1.89
C 3.61 1.18 4.26
O 2.50 1.30 3.37
C 2.51 0.74 2.17
O 1.57 0.96 1.38
O 3.56 -0.07 2.04
C 4.08 -0.54 0.79
H 4.61 1.27 3.83
H 3.65 0.16 4.65
H 3.59 1.98 4.99
H 3.68 -0.02 -0.08
H 3.73 -1.54 0.53
H 5.16 -0.43 0.81
C 0.71 -2.41 1.97
O -0.66 -2.29 2.05
C -1.29 -1.22 1.60
O -0.78 -0.17 1.19
O -2.56 -1.40 1.87
C -3.49 -0.36 2.01
H 1.11 -1.54 2.49
H 1.13 -2.53 0.97
H 1.18 -3.27 2.45
H -4.39 -0.78 2.46
H -3.64 -0.01 0.99
H -3.16 0.54 2.54
*
```

Output
calculated total energy: -57620.9977 eV
largest force on an atom: 4.9 eV Å⁻¹
orbital gap: 9.01 eV
highest occupied orbital energy: -8.60 eV


(6)
Entry from the Open Molecules 2025 dataset: a structure of composition C13H24F5HgN3OV in a non-equilibrium geometry (wB97M-V/def2-TZVPD).

Geometry as ORCA input:
```
! wB97M-V def2-TZVPD RIJCOSX def2/J DEFGRID3
* xyz 2 2
N 0.32 -1.93 0.03
C 0.25 -3.08 0.41
O 0.08 -4.21 0.72
Hg -3.01 -1.60 -2.50
V 0.17 -0.01 -0.04
N 0.08 0.68 -1.78
N 1.58 0.62 0.98
C 0.75 0.37 -3.05
C 2.83 -0.09 1.34
C -0.06 0.96 -4.22
C 2.16 0.97 -3.12
C 0.84 -1.14 -3.20
C 2.52 -1.05 2.48
C 3.94 0.86 1.80
C 3.32 -0.87 0.14
H -1.10 0.62 -4.17
H 0.38 0.61 -5.16
H -0.03 2.06 -4.22
H 2.13 2.07 -3.02
H 2.60 0.74 -4.10
H 2.82 0.57 -2.35
H 1.39 -1.62 -2.38
H 1.36 -1.36 -4.15
H -0.16 -1.58 -3.25
H 2.13 -0.51 3.35
H 3.44 -1.57 2.78
H 1.78 -1.80 2.17
H 3.70 1.35 2.75
H 4.14 1.62 1.04
H 4.86 0.29 1.95
H 4.23 -1.42 0.42
H 3.57 -0.19 -0.68
H 2.58 -1.60 -0.21
C -0.29 2.07 -1.60
H -0.62 2.28 -0.57
H 0.51 2.80 -1.84
H -1.14 2.30 -2.26
C 1.28 1.83 1.75
H 0.26 2.17 1.55
H 1.38 1.66 2.84
H 1.97 2.66 1.49
F -1.18 0.17 2.59
C -1.62 0.04 1.26
F -2.26 -1.19 1.19
C -2.67 1.11 1.01
F -3.71 0.96 1.87
F -2.20 2.38 1.20
F -3.19 1.03 -0.24
*
```

Output
calculated total energy: -63818.5177 eV
expectation value of S²: 0.789
largest force on an atom: 4.1 eV Å⁻¹
orbital gap (spin up / spin down): 6.93 / 4.04 eV
highest occupied orbital energy (spin up / spin down): -16.26 / -15.97 eV